# 1
132
Properties=species:S:1:pos:R:3 method="wB97M-V/def2-TZVPD" lumo_ev=-4.6374 charge=+1 energy_ha=-4532.3642 gap_ev=5.0 de_lowest_kcal_mol=0.0 homo_energy_ev=-9.62
C 1.354 -3.527 0.021
S -0.263 -3.300 -0.793
O -1.156 -2.781 0.199
O -0.697 -4.612 -1.192
C -0.161 -2.129 -2.222
N 1.200 -2.112 -2.747
C 1.330 -2.066 -4.018
C -0.076 -1.983 -4.562
C -0.365 -2.271 -6.056
C -0.116 -3.719 -6.522
C -0.906 -4.802 -5.735
C -1.236 -6.054 -6.587
S 0.183 -7.184 -6.608
O -0.037 -8.238 -7.522
O 0.431 -7.604 -5.263
O 1.486 -6.375 -7.120
C -1.041 -2.500 -3.461
C -2.456 -1.878 -3.535
C -3.274 -1.945 -2.223
O -4.373 -1.047 -2.315
C -3.880 -3.349 -1.938
F -5.167 -3.344 -2.291
F -3.839 -3.654 -0.651
F -3.304 -4.338 -2.642
H 1.783 -4.445 -0.404
H 1.119 -3.721 1.072
H 2.030 -2.672 -0.109
H -0.522 -1.194 -1.756
H 2.048 -2.136 -2.181
H 2.284 -2.070 -4.544
H -0.252 -0.879 -4.508
H 0.282 -1.606 -6.650
H -1.397 -1.941 -6.246
H -0.492 -3.774 -7.559
H 0.951 -3.968 -6.605
H -1.836 -4.419 -5.295
H -0.267 -5.158 -4.908
H -1.503 -5.790 -7.619
H -2.058 -6.637 -6.157
H 2.138 -6.403 -6.399
H -1.180 -3.589 -3.397
H -3.025 -2.451 -4.286
H -2.395 -0.855 -3.941
H -2.677 -1.580 -1.370
H -4.118 -0.312 -2.887
O -0.355 0.446 5.024
P -1.731 -0.186 4.980
N -2.055 0.176 3.325
C -2.879 1.232 2.797
C -1.114 -0.327 2.340
N -2.496 0.908 6.055
C -3.757 1.592 5.830
C -1.638 1.736 6.897
N -3.174 -1.190 5.082
C -3.159 -1.981 6.342
C -3.462 -2.145 4.001
H -3.908 1.168 3.162
H -2.978 1.168 1.712
H -2.458 2.214 3.042
H -1.203 -1.414 2.226
H -0.080 -0.105 2.628
H -1.273 0.102 1.351
H -3.629 2.488 5.211
H -4.192 1.911 6.781
H -4.508 0.949 5.374
H -1.218 2.582 6.339
H -0.819 1.154 7.314
H -2.197 2.132 7.748
H -2.355 -2.723 6.339
H -4.110 -2.496 6.483
H -3.016 -1.336 7.208
H -2.619 -2.812 3.804
H -3.734 -1.638 3.077
H -4.327 -2.757 4.265
O 3.942 0.751 0.380
P 4.791 0.742 1.645
N 3.499 0.421 2.727
C 2.829 1.385 3.570
C 2.741 -0.796 2.489
N 5.230 2.400 1.609
C 5.138 3.337 2.715
C 5.055 3.115 0.350
N 5.977 0.531 2.930
C 7.347 0.448 2.356
C 5.846 -0.612 3.847
H 3.521 1.872 4.263
H 2.096 0.902 4.218
H 2.306 2.150 2.981
H 3.341 -1.677 2.758
H 2.445 -0.900 1.436
H 1.833 -0.841 3.088
H 4.125 3.741 2.823
H 5.811 4.184 2.551
H 5.451 2.903 3.662
H 4.009 3.393 0.185
H 5.392 2.515 -0.492
H 5.656 4.027 0.337
H 7.478 -0.463 1.763
H 8.097 0.460 3.147
H 7.553 1.300 1.710
H 5.778 -1.563 3.312
H 4.981 -0.509 4.498
H 6.710 -0.656 4.512
O -1.569 2.233 -2.209
P -1.476 3.471 -1.324
N -1.565 4.651 -2.571
C -0.448 5.394 -3.113
C -2.746 4.616 -3.424
N 0.137 3.198 -0.790
C 1.213 4.170 -0.769
C 0.694 1.861 -1.003
N -1.624 4.739 -0.093
C -1.898 4.148 1.247
C -2.635 5.793 -0.275
H 0.061 5.970 -2.336
H -0.779 6.146 -3.830
H 0.279 4.745 -3.618
H -3.626 4.967 -2.868
H -2.964 3.606 -3.788
H -2.649 5.261 -4.294
H 1.691 4.273 -1.750
H 1.986 3.862 -0.060
H 0.888 5.151 -0.427
H 1.006 1.725 -2.048
H -0.036 1.092 -0.751
H 1.560 1.689 -0.359
H -2.882 3.672 1.267
H -1.856 4.908 2.027
H -1.157 3.392 1.505
H -3.634 5.381 -0.437
H -2.386 6.453 -1.103
H -2.670 6.432 0.610

# 2
137
Properties=species:S:1:pos:R:3 method="wB97M-V/def2-TZVPD" lumo_ev=-6.0077 charge=+2 energy_ha=-5303.2506 gap_ev=6.4 de_lowest_kcal_mol=22.7 homo_energy_ev=-12.40
Ti 0.544 1.130 -0.511
O -0.134 1.704 2.697
S -0.814 0.583 2.007
C -2.553 0.827 2.166
C -2.913 1.523 3.298
C -4.249 1.620 3.728
C -5.193 0.936 3.017
C -6.675 0.778 3.246
C -7.151 -0.177 2.121
C -5.929 -0.413 1.274
C -5.750 -1.124 0.121
C -4.481 -1.089 -0.478
C -3.366 -0.452 0.053
P -2.048 -0.179 -1.204
C -3.055 0.785 -2.422
C -4.135 1.541 -1.957
C -4.928 2.270 -2.832
C -4.666 2.251 -4.193
C -3.576 1.535 -4.664
C -2.765 0.831 -3.785
C -1.855 -1.864 -1.923
C -1.329 -2.044 -3.203
C -1.120 -3.313 -3.723
C -1.406 -4.435 -2.960
C -1.904 -4.275 -1.677
C -2.127 -3.006 -1.166
C -3.512 0.197 1.321
C -4.819 0.238 1.847
C -0.523 -0.821 3.031
C -1.531 -1.613 3.529
C -1.281 -2.647 4.454
C -0.002 -2.802 4.914
C 0.572 -3.736 5.945
C 2.071 -3.352 6.043
C 2.245 -2.218 5.066
C 3.320 -1.432 4.761
C 3.183 -0.497 3.714
C 2.019 -0.305 2.992
P 2.284 0.662 1.463
C 3.173 2.176 1.948
C 2.485 3.236 2.541
C 3.172 4.376 2.927
C 4.543 4.472 2.737
C 5.233 3.415 2.164
C 4.555 2.272 1.770
C 3.555 -0.299 0.552
C 3.976 -1.568 0.945
C 5.000 -2.215 0.266
C 5.596 -1.620 -0.835
C 5.163 -0.369 -1.255
C 4.159 0.290 -0.565
C 0.841 -1.001 3.416
C 1.022 -1.970 4.412
H -2.122 1.981 3.880
H -4.492 2.187 4.617
H -7.172 1.747 3.186
H -6.880 0.381 4.240
H -7.963 0.250 1.532
H -7.521 -1.122 2.524
H -6.558 -1.656 -0.363
H -4.394 -1.549 -1.454
H -4.380 1.563 -0.903
H -5.763 2.839 -2.445
H -5.299 2.797 -4.880
H -3.347 1.525 -5.722
H -1.908 0.326 -4.196
H -1.065 -1.195 -3.815
H -0.740 -3.425 -4.731
H -1.248 -5.426 -3.366
H -2.130 -5.141 -1.068
H -2.515 -2.911 -0.161
H -2.553 -1.418 3.228
H -2.099 -3.255 4.817
H 0.440 -4.772 5.632
H 0.060 -3.615 6.900
H 2.716 -4.188 5.769
H 2.352 -3.049 7.052
H 4.270 -1.527 5.270
H 4.065 0.069 3.434
H 1.421 3.180 2.696
H 2.626 5.193 3.378
H 5.072 5.367 3.037
H 6.304 3.473 2.022
H 5.121 1.462 1.335
H 3.515 -2.066 1.786
H 5.328 -3.190 0.603
H 6.401 -2.123 -1.356
H 5.630 0.112 -2.106
H 3.871 1.282 -0.882
O 0.049 4.270 1.055
C -0.301 3.724 0.063
O -0.636 2.378 0.044
C -0.416 4.368 -1.299
C -1.374 3.595 -2.210
C -1.688 4.402 -3.465
C -0.376 4.253 -4.268
C 0.464 3.413 -3.312
O -0.500 2.536 -2.695
C 0.923 4.279 -2.114
C 2.070 3.607 -1.411
O 3.183 3.993 -1.300
O 1.731 2.340 -0.945
H -0.701 5.406 -1.137
H -2.230 3.168 -1.706
H -2.533 3.966 -3.990
H -1.932 5.436 -3.225
H -0.538 3.709 -5.198
H 0.102 5.201 -4.508
H 1.243 2.823 -3.772
H 1.276 5.259 -2.426
O 1.674 -6.678 1.586
C 1.259 -5.469 1.991
O 0.961 -5.277 3.137
C 1.207 -4.371 0.969
C 2.034 -4.315 -0.146
C 2.035 -3.196 -0.963
C 1.170 -2.135 -0.701
C 0.324 -2.213 0.391
C 0.347 -3.312 1.227
N 1.229 -0.920 -1.480
C 1.520 -1.125 -2.716
C 2.046 -0.197 -3.722
C 2.109 -0.654 -5.036
C 2.775 0.117 -5.977
C 3.382 1.286 -5.556
C 3.264 1.658 -4.219
N 2.595 0.949 -3.319
H 1.770 -6.717 0.627
H 2.758 -5.096 -0.348
H 2.784 -3.129 -1.739
H -0.372 -1.413 0.587
H -0.295 -3.359 2.097
H 1.462 -2.146 -3.083
H 1.662 -1.603 -5.307
H 2.840 -0.205 -7.008
H 3.946 1.904 -6.241
H 3.733 2.571 -3.862

# 3
62
Properties=species:S:1:pos:R:3 method="wB97M-V/def2-TZVPD" smiles="CCCCCCCC(=O)O[C@@H](CN1CCCC1=O)C[NH+]1CCCCC1" lumo_ev=-1.9105 charge=+1 energy_ha=-1119.3676 gap_ev=11.0 de_lowest_kcal_mol=1.3 homo_energy_ev=-12.93
C -6.950 -1.486 0.889
C -6.802 0.030 0.945
C -5.674 0.566 0.063
C -4.287 0.168 0.566
C -3.150 0.712 -0.301
C -2.970 2.223 -0.171
H -3.879 2.735 -0.486
H -2.777 2.480 0.872
C -1.806 2.740 -1.033
C -0.526 2.136 -0.552
O 0.011 2.325 0.508
O -0.004 1.272 -1.460
C 1.131 0.536 -1.029
C 1.215 -0.761 -1.860
N 1.096 -1.939 -1.039
C 2.046 -2.337 -0.189
O 3.078 -1.705 0.043
C 1.646 -3.655 0.413
H 2.226 -4.440 -0.079
C 0.152 -3.761 0.094
H -0.435 -3.385 0.932
H -0.159 -4.782 -0.108
C -0.028 -2.854 -1.128
H 0.027 -3.418 -2.066
H -0.969 -2.301 -1.108
H 1.873 -3.694 1.476
H 2.163 -0.799 -2.406
H 0.400 -0.757 -2.585
C 2.401 1.402 -1.130
N 3.457 0.892 -0.235
C 3.329 1.442 1.136
C 4.281 0.711 2.071
C 5.717 0.887 1.588
C 5.828 0.396 0.148
C 4.827 1.124 -0.742
H 4.893 0.747 -1.764
H 5.024 2.199 -0.748
H 6.833 0.565 -0.236
H 5.626 -0.676 0.111
H 6.396 0.322 2.224
H 6.002 1.939 1.646
H 4.165 1.108 3.079
H 4.027 -0.350 2.092
H 2.295 1.342 1.469
H 3.572 2.508 1.102
H 3.339 -0.177 -0.153
H 2.754 1.408 -2.163
H 2.155 2.429 -0.848
H 0.969 0.280 0.030
H -1.957 2.478 -2.080
H -1.740 3.823 -0.928
H -3.338 0.457 -1.347
H -2.219 0.221 -0.001
H -4.216 -0.921 0.581
H -4.158 0.524 1.591
H -5.808 0.196 -0.956
H -5.751 1.654 0.035
H -6.631 0.341 1.978
H -7.740 0.484 0.617
H -6.079 -1.985 1.308
H -7.821 -1.798 1.460
H -7.079 -1.819 -0.138